Record 1
The following is a quantum chemistry calculation of a molecular structure, C20H23AsCrIN5S4 at a distorted geometry, from the OMol25 dataset.

```
55
C20H23AsCrIN5S4 the ωB97M-V functional and the def2-TZVPD basis
Cr 0.22080 0.00321 0.09572
S -0.25644 1.09666 3.87748
As 1.38248 0.16155 2.87058
S 0.56626 -1.57578 1.75029
S 1.72984 1.40943 1.02059
S 3.15194 -0.26264 3.90805
C 5.13399 -2.35494 -1.82505
C 4.62085 -1.90736 -0.58134
C 3.36106 -1.38802 -0.49199
C 2.52193 -1.27760 -1.64038
C 1.19169 -0.71370 -1.57399
C 0.48737 -0.67818 -2.75760
C 0.97958 -1.18758 -3.99157
C 2.23647 -1.70264 -4.04796
C 3.03958 -1.75101 -2.87575
C 4.35831 -2.28021 -2.94167
H 6.13709 -2.76101 -1.88633
H 5.22354 -1.97612 0.31736
H 2.98181 -1.06326 0.46831
H -0.49910 -0.22313 -2.77009
H 0.36148 -1.14274 -4.88367
H 2.64642 -2.07803 -4.98037
H 4.72928 -2.62929 -3.90023
I -2.71595 4.52546 -3.12714
C -1.30389 3.26242 -2.35986
C 0.04310 3.23170 -2.64702
N 0.55973 2.25167 -1.90395
N -0.34639 1.63999 -1.15461
C -1.49489 2.23723 -1.41150
H 0.65369 3.82924 -3.30508
H 1.50924 1.90928 -1.85009
H -2.38983 1.93696 -0.89013
C -4.76569 1.49784 1.75461
C -3.39585 1.48508 2.39100
N -2.42143 0.89857 1.47076
C -2.72561 -0.08314 0.58630
N -1.75537 -0.65101 -0.07259
C -2.06255 -1.85897 -0.83803
C -3.36650 -1.67818 -1.58497
C -4.44981 -1.41851 -0.56426
N -4.04996 -0.36117 0.35863
C -5.08009 0.09434 1.28618
H -4.78378 2.17533 0.89535
H -5.51418 1.83657 2.47286
H -3.41466 0.90722 3.31856
H -3.04531 2.48259 2.64720
H -1.50303 0.82363 1.94936
H -2.13349 -2.71473 -0.15997
H -1.24005 -2.06768 -1.50792
H -3.61980 -2.56017 -2.17685
H -3.27611 -0.82386 -2.26376
H -4.65105 -2.34007 -0.00494
H -5.38783 -1.11383 -1.03173
H -5.15543 -0.57914 2.14902
H -6.03125 0.04742 0.75375
```

## Properties
Multiplicity: 2
Expectation value of S²: 0.766
Orbital gap (alpha / beta) in eV: 5.9139 / 5.9480
E_HOMO (alpha / beta) in eV: -4.1 / -4.2
Total charge: -1
Electronic energy in a.u.: -6220.5278

Record 2
The following is a quantum chemistry calculation of a molecular structure, C20H23AsCrIN5S4, from the OMol25 dataset.

```
55
C20H23AsCrIN5S4 the ωB97M-V functional and the def2-TZVPD basis
Cr -0.38268 -0.02514 0.54032
S 2.71566 2.33868 2.01637
As 1.51615 0.80280 2.85593
S -0.64867 1.18819 2.50135
S 1.47924 -1.00713 1.46235
S 1.91853 0.17627 4.80428
C -3.26329 -4.07404 3.69456
C -1.96548 -3.51947 3.74435
C -1.59277 -2.55540 2.85062
C -2.49833 -2.09491 1.85565
C -2.10371 -1.09326 0.91476
C -3.04726 -0.67375 0.00499
C -4.36750 -1.18357 -0.01546
C -4.73476 -2.15740 0.86560
C -3.80908 -2.64123 1.82395
C -4.16187 -3.64469 2.76099
H -3.54910 -4.83537 4.41083
H -1.26808 -3.84573 4.50546
H -0.60908 -2.10397 2.89282
H -2.79354 0.07107 -0.75461
H -5.07893 -0.81087 -0.74405
H -5.73787 -2.56985 0.85130
H -5.16482 -4.05712 2.73037
I 1.06021 -2.83524 -4.91015
C 0.36098 -2.41667 -3.02105
C -0.11707 -3.31502 -2.09271
N -0.44511 -2.60021 -1.01053
N -0.21656 -1.29328 -1.18218
C 0.28435 -1.16140 -2.40101
H -0.23908 -4.38319 -2.13251
H -0.86652 -2.89410 -0.13739
H 0.58702 -0.19238 -2.75704
C 4.37943 1.97594 -1.92163
C 3.96260 0.80582 -1.06058
N 2.50950 0.68296 -1.07737
C 1.69797 1.77602 -0.98732
N 0.45227 1.58431 -0.62388
C -0.40573 2.76036 -0.47432
C -0.05200 3.86336 -1.44899
C 1.41277 4.18087 -1.24775
N 2.19917 2.97367 -1.42109
C 3.63806 3.20236 -1.42927
H 4.13179 1.78875 -2.97011
H 5.45526 2.13992 -1.84628
H 4.30580 0.95553 -0.03182
H 4.37056 -0.13416 -1.43461
H 2.19897 -0.04078 -0.42197
H -0.32856 3.12969 0.55224
H -1.44527 2.44386 -0.61376
H -0.66248 4.74799 -1.26053
H -0.22298 3.54248 -2.48087
H 1.57623 4.59547 -0.24486
H 1.76725 4.91203 -1.97938
H 3.97519 3.46473 -0.41893
H 3.82325 4.05620 -2.08508
```

## Properties
Multiplicity: 4
Expectation value of S²: 3.839
Orbital gap (alpha / beta) in eV: 5.8803 / 5.9415
E_HOMO (alpha / beta) in eV: -4.1 / -4.2
Total charge: -1
Electronic energy in a.u.: -6220.5886
ΔE to the lowest compared entry with this formula, charge and spin in eV: 0.3124

Record 3
The following is a quantum chemistry calculation of 12 unconnected molecules or ions with the total composition C20H23BCl33N2O at a distorted geometry, from the OMol25 dataset.

```
80
C20H23BCl33N2O the ωB97M-V functional and the def2-TZVPD basis
C -1.87103 0.68825 6.49704
C -1.25802 0.75930 5.09746
C -1.79755 0.06734 4.03559
C -1.19749 0.11503 2.77580
C -0.04404 0.85951 2.58983
C 0.70259 0.92314 1.28268
B 1.98465 -0.13669 1.30105
N 1.56379 -1.59909 1.10207
O 2.81071 0.01440 2.59905
C 2.61591 -0.91139 3.45760
N 2.24579 -1.62189 4.29766
C 0.46566 1.58896 3.67368
C -0.12397 1.54815 4.92502
H -1.04020 0.73194 7.20366
H -2.32044 -0.30225 6.60349
H -2.60044 1.47740 6.68153
H -2.70604 -0.52042 4.21422
H -1.63795 -0.47212 1.97649
H 0.04434 0.53803 0.49914
H 0.98048 1.94757 1.01562
H 2.69622 0.17417 0.34681
H 0.64152 -1.76222 1.50447
H 1.43134 -1.74953 0.10812
H 1.36797 2.14554 3.49823
H 0.30733 2.12383 5.73496
C 3.52353 -2.21769 -2.71416
Cl 1.81544 -1.90107 -2.43445
Cl 4.07960 -3.56692 -1.72778
Cl 3.82518 -2.53238 -4.43216
H 4.08061 -1.33544 -2.42657
C -6.38561 -0.37873 4.86731
Cl -4.65634 -0.33369 4.47160
Cl -6.61644 -0.68417 6.59295
Cl -7.16542 1.12917 4.38585
H -6.84707 -1.18800 4.31666
C -7.21026 2.54293 0.35910
Cl -6.07000 1.86271 1.52251
Cl -6.61253 2.40576 -1.29430
Cl -8.78511 1.75270 0.50893
H -7.33584 3.59323 0.58580
C -3.40365 -0.89995 -1.49242
Cl -4.35566 0.04819 -0.34865
Cl -1.70926 -0.87327 -1.02130
Cl -4.01555 -2.55430 -1.60070
H -3.49740 -0.44701 -2.47127
C 2.77666 -2.23881 -8.30631
Cl 3.01281 -2.48359 -10.04457
Cl 3.61391 -3.48326 -7.38443
Cl 3.31952 -0.63331 -7.82751
H 1.71772 -2.31584 -8.09777
C 1.70843 5.82415 4.26794
Cl 0.71361 6.67832 5.46455
Cl 3.41953 5.94430 4.71945
Cl 1.14432 4.15049 4.08882
H 1.58685 6.32024 3.31420
C -7.14873 1.53857 -5.28157
Cl -5.97897 0.86732 -4.14698
Cl -6.56752 1.39419 -6.94201
Cl -8.71615 0.74943 -5.09833
H -7.27135 2.58994 -5.05687
C -7.40561 -4.86122 -3.08312
Cl -7.33941 -3.39673 -4.06665
Cl -7.06813 -6.28938 -4.06611
Cl -6.28486 -4.75212 -1.72865
H -8.40735 -4.95533 -2.68579
C 5.59380 2.14643 3.92658
Cl 7.33885 2.30561 3.64337
Cl 5.26995 1.80816 5.62683
Cl 4.74745 3.60257 3.41624
H 5.22539 1.31768 3.33674
C 10.45772 1.12887 1.85880
Cl 10.57758 2.73081 2.58593
Cl 11.01120 1.15979 0.18223
Cl 11.37436 -0.05310 2.79538
H 9.41592 0.83300 1.86660
C 6.30894 -3.66236 -11.13158
Cl 6.13456 -5.37582 -11.51882
Cl 7.13051 -3.44854 -9.58796
Cl 7.16405 -2.81230 -12.42270
H 5.31921 -3.23536 -11.04437
```

## Properties
Orbital gap in eV: 6.3502
E_HOMO in eV: -4.8
Total charge: -1
Electronic energy in a.u.: -16171.8528

Record 4
The following is a quantum chemistry calculation of a molecular structure, C20H23BrN6PPd at a distorted geometry, from the OMol25 dataset.

```
52
C20H23BrN6PPd the ωB97M-V functional and the def2-TZVPD basis
Pd -0.18797 -0.07807 -0.16460
Br 1.92016 0.58865 -1.65581
C 0.84415 1.58832 -2.86848
C 1.43057 2.15969 -3.95042
C 0.62185 2.88921 -4.84982
C -0.71690 3.01508 -4.62375
C -1.32752 2.43192 -3.48536
C -2.71559 2.56030 -3.23411
C -3.29184 1.97450 -2.14719
C -2.49932 1.23772 -1.23384
C -1.16828 1.09502 -1.46027
C -0.52729 1.69234 -2.57348
H 2.49319 2.05887 -4.12658
H 1.07320 3.33938 -5.72345
H -1.34263 3.55877 -5.32066
H -3.31489 3.14016 -3.92538
H -4.35159 2.08384 -1.95963
H -2.96491 0.79317 -0.36461
C 1.58372 1.16564 4.60641
N 1.88790 -0.07145 3.88146
C 1.14838 -1.17911 4.48959
N -0.29078 -0.94097 4.57710
C -0.52719 0.31907 5.28487
N 0.15503 1.44928 4.66146
C -0.40890 1.80046 3.36537
P -0.23617 0.38645 2.15901
C 1.57912 0.06502 2.46518
C -0.92749 -0.94093 3.26546
H 2.10516 1.99856 4.13308
H 1.94860 1.06052 5.62817
H 1.53210 -1.33471 5.49777
H 1.32199 -2.08541 3.90632
H -0.15239 0.21398 6.30313
H -1.59910 0.51591 5.32557
H 0.09662 2.67748 2.95901
H -1.46762 2.03862 3.47804
H 2.14309 0.89810 2.04205
H 1.88205 -0.84348 1.93897
H -0.80098 -1.91500 2.79065
H -1.99856 -0.76550 3.38530
N 1.92303 -5.32517 0.27662
C 0.83996 -4.51950 0.18803
C 0.95854 -3.11563 0.15995
N -0.11401 -2.34311 0.10491
C -1.32081 -2.92259 0.06319
C -1.42058 -4.30037 0.07285
N -0.35944 -5.09436 0.13981
H 2.85578 -4.96091 0.22643
H 1.78858 -6.31991 0.22827
H 1.92982 -2.63577 0.16666
H -2.18660 -2.27602 0.02811
H -2.38816 -4.78525 0.02671
```

## Properties
Orbital gap (alpha / beta) in eV: 6.5277 / 6.5271
E_HOMO (alpha / beta) in eV: -10.9 / -10.9
Total charge: +1
Electronic energy in a.u.: -4147.4690
ΔE to the lowest compared entry with this formula, charge and spin in eV: 0.7782